Formula: C52H50I2N7O19PS
Source: the Open Molecules 2025 dataset
Level of theory: wB97M-V/def2-TZVPD

## Properties
Molecular weight ... 1393.85 g mol⁻¹
Max |F| ... 1.3 eV/A
Frontier orbital gap ... 0.3130 hartree
Structure (SMILES) ... COC[C@@]1(c2ccccn2)[C@@](CC(=O)I)(P(=O)(O)O)C(=O)O[C@@]1(S)C[C@@H](C)I.O=[N+]([O-])c1ccccc1.O=[N+]([O-])c1ccccc1.O=[N+]([O-])c1ccccc1.O=[N+]([O-])c1ccccc1.O=[N+]([O-])c1ccccc1.O=[N+]([O-])c1ccccc1

Each line ends with the Mulliken charge.
CARTESIAN COORDINATES (ANGSTROEM)
I1 6.4428 -4.4228 -0.6750  0.039
I2 -1.8403 1.7113 -2.6276  -0.047
S1 1.5850 -2.4614 0.2349  -0.067
P1 0.5585 -1.1670 -4.5422  1.101
O1 0.7992 -3.9818 2.7064  -0.660
O2 -0.8798 -1.7724 -4.8667  -0.439
O3 5.3839 6.1442 2.2335  -0.612
O4 -1.8387 4.9560 8.6702  -0.617
O5 0.3575 0.3884 -4.7955  -0.545
O6 -1.2115 1.8904 2.1979  -0.586
O7 -2.8548 2.0241 3.5812  -0.628
O8 -5.6639 -5.2634 0.9163  -0.598
O9 1.6198 -1.8195 -5.3344  -0.899
O10 0.0280 -3.7109 -3.0802  -0.582
O11 3.9735 4.9261 1.1568  -0.616
O12 -2.6627 -1.0411 -2.6468  -0.468
O13 -0.0192 -2.3191 3.7952  -0.605
O14 -2.7116 6.2902 10.1166  -0.603
O15 3.0027 0.3033 -3.9284  -0.161
O16 2.0426 -3.3788 -2.2166  -0.271
O17 -4.9184 4.0833 -9.1422  -0.607
O18 -2.8871 4.4914 -9.7270  -0.607
O19 -5.8286 -7.3555 1.3730  -0.614
N1 3.0168 0.0278 -0.1220  -0.417
N2 -0.0959 -3.4343 3.3261  1.131
N3 -1.7789 2.3896 3.1496  1.063
N4 5.0502 5.4817 1.2749  1.038
N5 -2.7292 5.2914 9.4290  1.012
N6 -5.3475 -6.4259 0.7529  1.085
N7 -3.7340 3.8188 -9.1736  1.012
C1 2.2175 -1.0484 -2.1187  1.213
C2 4.5630 -3.9861 -1.6829  -0.195
C3 -5.0696 2.4612 8.8072  -0.490
C4 0.7984 -1.3985 -2.7316  2.297
C5 -3.5984 -4.2388 4.3029  -0.462
C6 1.6806 2.4161 -0.6281  -1.385
C7 -2.4074 -3.5477 4.1510  -0.441
C8 -1.5314 1.1347 -7.8281  -0.453
C9 -2.6286 -6.0185 -1.7664  -0.445
C10 -2.4580 0.3186 -7.1918  -0.369
C11 -2.2381 -7.3398 -1.9408  -0.598
C12 -3.9448 3.2675 8.7428  -0.262
C13 0.1161 5.6308 5.0720  -0.690
C14 5.6348 4.5811 -0.9351  -0.248
C15 2.4502 2.2629 0.5247  -0.142
C16 6.5391 4.4441 -1.9756  -0.507
C17 2.5688 -2.3540 -1.3295  1.246
C18 -3.9122 -8.0632 -0.3761  -0.413
C19 4.0487 -2.7019 -1.0216  -1.894
C20 -4.2338 1.7927 -7.8691  -0.372
C21 -3.8073 0.6456 -7.2187  -0.584
C22 -1.9421 2.2830 -8.4851  -0.412
C23 0.7177 5.0312 3.9724  -0.339
C24 -0.4415 -1.0413 -1.8174  -0.496
C25 4.8236 -3.9368 -3.1828  -0.983
C26 0.8726 -2.9611 -2.7134  -1.335
C27 -2.6406 -6.1592 3.2074  -0.488
C28 -4.2766 -6.7396 -0.2108  0.071
C29 -1.6991 -0.4245 -2.4034  -0.588
C30 3.1172 1.0508 0.7280  -1.286
C31 -4.9621 4.7928 10.3296  -0.419
C32 -3.2895 2.5900 -8.4879  0.062
C33 1.5956 1.3555 -1.5255  0.065
C34 -3.7144 -5.5417 3.8370  -0.503
C35 6.0114 5.3249 0.1684  0.125
C36 8.1452 5.7799 -0.7743  -0.395
C37 2.2628 0.1644 -1.2117  0.286
C38 -1.1036 5.1647 5.5471  -0.293
C39 7.7897 5.0431 -1.8966  -0.488
C40 7.2510 5.9268 0.2738  -0.514
C41 -1.1158 3.5189 3.8293  -0.184
C42 -1.4480 -5.4730 3.0314  -0.342
C43 -2.8811 -8.3594 -1.2528  -0.402
C44 -1.3567 -4.1779 3.5119  0.131
C45 3.9146 0.5018 -4.9868  -0.992
C46 -1.7312 4.0988 4.9224  -0.566
C47 0.0982 3.9634 3.3433  -0.164
C48 3.3200 -0.8389 -3.1735  -2.891
C49 -6.1358 2.8164 9.6232  -0.442
C50 -3.6593 -5.7077 -0.8934  -0.509
C51 -6.0811 3.9775 10.3832  -0.393
C52 -3.9167 4.4203 9.5059  0.135
H1 0.6002 6.4642 5.5633  0.404
H2 5.1273 -2.9364 -3.4916  0.182
H3 1.1683 3.3525 -0.8227  0.588
H4 -4.4387 -3.7568 4.7824  0.385
H5 -2.6803 3.7236 5.2745  0.550
H6 4.6592 4.1195 -0.9754  0.548
H7 8.4909 4.9354 -2.7134  0.384
H8 -5.2774 2.0668 -7.8974  0.464
H9 0.5748 0.5913 -5.7180  0.276
H10 -7.0138 2.1859 9.6662  0.378
H11 -1.5665 5.6275 6.4053  0.409
H12 4.9370 0.6260 -4.6074  0.325
H13 3.3959 -1.7088 -3.8293  0.613
H14 -6.9119 4.2515 11.0185  0.371
H15 -2.1305 -0.5744 -6.6769  0.434
H16 -4.6488 -6.0758 3.9499  0.403
H17 -0.1098 -0.4038 -1.0023  0.779
H18 4.2677 -0.6590 -2.6540  0.975
H19 -2.5774 -9.3880 -1.3931  0.391
H20 -2.2968 -2.5348 4.5074  0.513
H21 7.5070 6.4954 1.1549  0.461
H22 1.0370 1.4379 -2.4477  0.781
H23 3.8860 -0.3415 -5.6853  0.317
H24 -4.5290 0.0088 -6.7263  0.409
H25 4.7267 -1.8839 -1.2510  0.590
H26 9.1204 6.2426 -0.7138  0.372
H27 -0.4797 0.8760 -7.8219  0.548
H28 -5.1126 1.5561 8.2174  0.386
H29 6.2647 3.8687 -2.8490  0.441
H30 1.6689 5.3912 3.6030  0.498
H31 1.2582 -3.7483 0.0777  0.307
H32 5.6196 -4.6253 -3.4667  0.527
H33 -1.4251 -7.5729 -2.6156  0.431
H34 2.5381 3.0597 1.2512  0.677
H35 -2.7348 -7.1737 2.8438  0.454
H36 3.6219 1.4166 -5.5026  0.298
H37 3.9294 -4.2408 -3.7301  0.239
H38 3.9390 -4.8369 -1.4122  0.471
H39 -2.1303 -5.2294 -2.3051  0.563
H40 -3.1052 3.0089 8.1153  0.485
H41 3.7412 0.9037 1.6024  0.448
H42 -4.4211 -8.8400 0.1746  0.481
H43 -0.7806 -2.7273 -5.0124  0.378
H44 0.5472 3.4790 2.4894  0.501
H45 -3.9743 -4.6860 -0.7417  0.539
H46 -0.8213 -1.9653 -1.3793  0.519
H47 -0.6036 -5.9332 2.5415  0.487
H48 4.1088 -2.8397 0.0566  0.613
H49 -4.8993 5.6995 10.9120  0.454
H50 -1.2374 2.9285 -8.9867  0.461


Formula: C42H115N5O24
Source: the Open Molecules 2025 dataset
Level of theory: wB97M-V/def2-TZVPD

## Properties
Molecular weight ... 1074.39 g mol⁻¹
Max |F| ... 3.4 eV/A
Frontier orbital gap ... 0.3567 hartree
ΔE to the lowest compared entry with this formula, charge and spin ... 87.16 kJ/mol

Each line ends with the Mulliken charge.
CARTESIAN COORDINATES (ANGSTROEM)
O1 2.8261 4.6749 5.1196  -0.664
O2 4.3705 1.0730 -2.5222  -0.634
O3 -1.5609 -1.0916 3.9300  -0.226
O4 -4.2802 -0.0622 -3.2183  -0.470
O5 1.2798 2.2502 -4.5045  -0.022
O6 -3.6161 -4.6874 -0.6570  -0.408
O7 -2.6016 -4.7314 -3.1310  -0.138
O8 0.6394 0.3405 -0.1486  0.884
O9 -5.1241 -0.0044 1.1183  -0.634
O10 4.1775 -2.3683 -3.3541  -0.406
O11 -2.4348 2.1187 5.6624  -0.561
O12 1.6888 2.3258 3.7576  -0.063
O13 -3.1013 -3.1219 5.4025  -0.553
O14 2.0928 0.2582 6.7369  -0.420
O15 4.5638 2.3193 -0.0164  -0.189
O16 1.9196 -6.7555 -3.2216  -0.531
O17 -0.7630 3.0532 3.2447  0.337
O18 -2.8999 2.4444 1.5890  -0.356
O19 2.6071 -2.6486 1.7382  -0.617
O20 5.6514 1.4418 4.1614  -0.427
O21 -2.8727 2.2616 -3.6159  -0.138
O22 0.8055 -4.8604 0.7677  -0.891
O23 -1.4051 5.3359 -1.3387  -0.305
O24 -4.1975 -2.6268 -3.7271  -0.565
N1 -1.7666 4.7514 -4.0466  -0.466
N2 2.2140 -0.4389 -3.4224  -0.377
N3 -0.8926 -5.8480 -1.1080  0.904
N4 3.1880 0.1578 4.1438  -0.396
N5 -3.0123 0.9664 -0.8111  0.218
C1 5.1705 0.8791 2.9936  0.477
C2 5.5295 -2.7461 -3.2737  -0.857
C3 -1.1672 3.8415 4.3418  -0.668
C4 -3.0071 -5.6746 0.1401  -0.602
C5 3.6019 -1.9264 -2.1396  -1.037
C6 -3.7704 1.8356 -4.6171  -0.468
C7 -4.8326 1.0610 -3.9245  -0.644
C8 2.1775 -1.5543 -2.4280  1.240
C9 -3.1245 -2.9984 -4.5597  0.292
C10 -2.0913 -6.5641 -0.6669  -0.922
C11 -3.8252 1.6528 2.4440  0.668
C12 -5.0954 1.3413 1.6043  -0.536
C13 1.4521 1.0555 7.6477  -0.354
C14 0.8679 -0.0403 -3.8674  1.185
C15 2.8729 -7.0709 -2.1873  -0.664
C16 -0.5906 1.0836 -0.3995  -1.143
C17 1.7939 1.0971 0.1610  -0.747
C18 0.7449 -6.1360 -2.7364  -0.052
C19 -1.8109 0.1440 -0.5041  3.481
C20 -1.6998 -0.9549 -1.5397  -0.609
C21 4.8287 3.0759 -1.1785  -0.946
C22 3.4073 4.0138 3.9327  -0.564
C23 4.3660 -0.3312 3.3251  -0.417
C24 -2.9208 -4.4828 -4.4505  -0.733
C25 -2.3823 -2.0426 3.3062  0.556
C26 1.2302 -2.5426 1.3372  -0.286
C27 -3.5903 6.2801 -4.3026  -1.453
C28 -0.0291 -6.8942 -1.6922  -0.602
C29 -4.0739 -3.6640 0.1612  -0.746
C30 -2.3079 6.0084 -3.5219  0.343
C31 -1.3787 3.0719 5.5813  -0.075
C32 1.5957 3.2911 -5.4526  -0.984
C33 0.8524 -3.5710 0.2832  1.461
C34 2.3726 3.4098 3.0085  0.421
C35 4.2622 2.5038 -2.4911  0.141
C36 -1.4573 5.5598 0.0474  -0.710
C37 1.3854 -0.1901 5.6534  -0.251
C38 1.0208 0.9881 -5.0616  -1.046
C39 6.4540 2.6060 3.9949  -0.856
C40 2.2388 -0.8895 4.5601  0.432
C41 -3.5113 -2.4756 4.2039  -0.734
C42 -2.6737 5.7134 -2.0310  -0.909
H1 4.8747 1.4136 -0.1756  0.217
H2 2.6710 -1.8433 4.8118  0.504
H3 -1.0432 4.5113 -3.4347  0.154
H4 -0.7853 1.7970 0.4214  -0.252
H5 2.6962 -0.8286 -4.2421  0.311
H6 -4.0173 -1.5547 4.5546  0.200
H7 1.7256 1.7241 1.0980  -0.014
H8 -2.3665 3.1048 -3.8601  0.078
H9 -0.3618 4.5805 4.4823  0.360
H10 0.6114 -7.3270 -0.9640  0.450
H11 0.0488 2.4554 3.4131  -0.096
H12 -5.0716 2.0881 0.7847  0.112
H13 2.7682 -6.3210 -1.3858  0.244
H14 -3.3036 0.7546 2.8936  -0.690
H15 -4.1209 2.3270 3.2970  0.448
H16 -2.6246 -1.5624 -1.4568  0.098
H17 0.0907 -5.2842 0.1864  0.331
H18 -0.4866 1.6378 -1.3534  -0.051
H19 -2.0428 -0.2730 0.4895  -1.217
H20 -2.6927 -7.1095 -1.5297  0.239
H21 4.7724 2.9517 -3.3220  0.517
H22 -4.2340 0.2246 -2.2980  -0.061
H23 -2.0904 -4.8952 -5.1068  0.354
H24 1.7992 0.6182 -5.7546  0.386
H25 6.4210 3.0018 4.9975  0.273
H26 -4.2667 -1.6766 -3.5653  0.543
H27 -0.4236 2.6409 5.7423  -0.434
H28 3.1953 2.7431 -2.6099  -0.196
H29 2.6017 0.3382 0.2287  -0.080
H30 1.5051 -3.4180 -0.6292  -0.851
H31 -3.3648 -4.5409 -2.5406  0.129
H32 1.9717 1.8248 -0.5937  0.502
H33 -0.0539 -3.2003 -0.1343  -0.183
H34 -1.1509 -1.5028 4.7806  0.218
H35 -4.3485 5.5207 -4.0210  0.290
H36 0.5577 -0.7325 6.0899  0.568
H37 3.7742 -6.9205 -2.7409  0.293
H38 4.4363 4.0670 -0.9546  0.357
H39 1.6573 -1.2586 -1.4797  -0.968
H40 5.9570 0.6808 2.1994  0.496
H41 -2.3941 5.1815 0.5111  0.327
H42 2.7875 -3.3232 2.3940  0.366
H43 0.0372 0.9842 -5.5042  0.396
H44 -2.4800 -5.2362 1.0163  0.142
H45 -1.3963 6.6605 0.1667  0.471
H46 -1.5768 3.8577 6.3446  0.431
H47 -0.7925 -1.5872 -1.4141  -0.666
H48 1.1122 -5.2194 -2.3311  0.196
H49 -2.1655 1.3897 5.0939  0.276
H50 2.2186 1.6902 8.0894  0.263
H51 0.3048 0.3265 -3.0322  -0.961
H52 0.0268 -6.0449 -3.6138  0.036
H53 -3.3389 4.8336 -1.9657  0.161
H54 -3.3424 -2.8021 -5.6176  0.453
H55 -4.5260 -0.0206 0.3467  0.319
H56 -3.4188 6.1692 -5.3603  0.405
H57 -3.3089 -3.1236 0.7207  0.122
H58 -2.2059 2.7121 2.2069  0.007
H59 1.8625 4.1971 -4.8806  0.259
H60 1.6534 -1.0838 3.6437  -0.571
H61 -3.8773 -3.5767 5.7454  0.326
H62 -3.0659 6.5333 -1.4460  0.652
H63 6.0765 3.2380 3.1859  0.277
H64 -4.0324 7.2241 -4.0009  0.398
H65 -2.8730 1.4110 -1.7079  -0.133
H66 5.7860 -3.0981 -2.2558  0.336
H67 4.0988 4.6935 3.4384  0.430
H68 1.5863 4.1412 2.8333  0.198
H69 1.1269 -1.5114 1.0134  -0.432
H70 -1.7399 -2.9112 2.9170  0.221
H71 0.6774 3.6156 -6.0022  0.278
H72 2.4708 3.1054 -6.0830  0.377
H73 -1.6330 6.8588 -3.4499  0.389
H74 0.6387 -2.6920 2.1857  0.964
H75 -4.1269 2.6736 -5.1809  0.459
H76 -5.9516 1.4820 2.2965  0.429
H77 0.9889 0.4238 8.4481  0.291
H78 -0.6411 5.1345 0.5764  0.035
H79 6.1388 -1.8895 -3.5847  0.253
H80 2.7781 -8.0799 -1.8413  0.260
H81 -1.6719 -0.4862 -2.5275  0.092
H82 0.6114 1.5323 7.1046  0.053
H83 5.9213 3.2603 -1.2529  0.304
H84 2.3416 1.5140 3.8317  0.281
H85 -3.7389 -6.2911 0.6836  0.410
H86 -4.8375 -4.0272 0.9111  0.334
H87 -2.0124 4.4367 4.0144  0.381
H88 -1.1508 -5.2321 -1.8814  -0.224
H89 -1.7837 -7.3674 0.0236  0.568
H90 -5.6139 0.7851 -4.6389  0.457
H91 7.4411 2.3396 3.7370  0.344
H92 -5.2505 1.7556 -3.2261  0.277
H93 1.6153 -2.5261 -2.7407  0.080
H94 2.7521 4.0020 5.7586  0.332
H95 -3.2001 1.2771 -5.3859  0.251
H96 -4.2136 -3.1364 3.7525  0.488
H97 -2.8924 -1.5237 2.4707  -0.464
H98 -1.3446 5.0649 -4.8978  0.197
H99 -0.6299 -7.6951 -2.0357  0.390
H100 3.6419 0.4734 5.0313  0.258
H101 5.6996 -3.5593 -3.9698  0.265
H102 3.8807 -0.7422 2.4023  -0.074
H103 2.8856 2.9690 2.1472  -0.283
H104 3.4907 0.6827 -2.8322  0.556
H105 3.6396 -2.7679 -1.4108  0.615
H106 -4.5464 -2.9446 -0.4709  0.321
H107 4.9603 -1.1155 3.8452  0.309
H108 -2.9889 1.7506 -0.1192  -0.239
H109 0.9473 0.6938 5.1183  -0.332
H110 4.1291 -1.0747 -1.7784  0.481
H111 -3.8659 -4.9919 -4.6683  0.298
H112 4.0273 3.2568 4.3888  -0.009
H113 0.2946 -0.9107 -4.2481  0.062
H114 -2.2242 -2.4459 -4.1419  -0.302
H115 4.5367 1.6584 2.5559  -0.461